Record 1
C21H62N4O10 | ωB97M-V/def2-TZVPD

Computed properties:
frontier orbital gap (spin up / spin down)	8.880 / 2.251	eV
E_LUMO (spin up / spin down)	-0.097 / -0.341	Ha
highest occupied orbital energy (spin up / spin down)	-11.53 / -11.53	eV
spin multiplicity	2
M	530.75	g mol⁻¹
net charge	+1

CARTESIAN COORDINATES (ANGSTROEM)
C  -9.13581  -19.26338  -9.29395
C  -9.52019  -20.67863  -9.53696
O  -8.34614  -21.50119  -9.29124
H  -9.02122  -19.03245  -8.23488
H  -9.99744  -18.65392  -9.56647
H  -8.34305  -18.82805  -9.90231
H  -9.63509  -20.66878  -10.62085
H  -10.41831  -20.95817  -8.98622
H  -8.61526  -22.40524  -9.11275
C  -13.43949  -19.50475  -18.47743
C  -13.94442  -18.48756  -19.49337
O  -13.79219  -19.15528  -20.72695
H  -14.01631  -20.42429  -18.37823
H  -13.63943  -19.05467  -17.50503
H  -12.44151  -19.82100  -18.78093
H  -13.36830  -17.56240  -19.51073
H  -14.99931  -18.27938  -19.31455
H  -12.85394  -19.32826  -20.83353
C  -8.09534  -18.11535  -18.39204
C  -7.48057  -17.57255  -17.11362
O  -6.55764  -16.60471  -17.51932
H  -7.39683  -18.78380  -18.89539
H  -8.41676  -17.29581  -19.03480
H  -8.99537  -18.69182  -18.17826
H  -6.95285  -18.40417  -16.64668
H  -8.10926  -17.20779  -16.30134
H  -6.73182  -15.78576  -17.04966
C  -14.77788  -19.01058  -7.87230
C  -13.34568  -18.50237  -8.19100
O  -12.66685  -19.04680  -9.29523
H  -15.08267  -18.89923  -6.83172
H  -14.86203  -20.08762  -8.01721
H  -15.42925  -18.46715  -8.55677
H  -12.79055  -18.70410  -7.27490
H  -13.27607  -17.42847  -8.36425
H  -12.98652  -18.75367  -10.15168
C  -6.66683  -22.48358  -13.54622
C  -6.77268  -22.24443  -12.06183
O  -7.39922  -21.01354  -11.81940
H  -7.65044  -22.57075  -14.00776
H  -5.96625  -23.31720  -13.59483
H  -6.28775  -21.52587  -13.90286
H  -5.86523  -22.26852  -11.45845
H  -7.31649  -23.06565  -11.59496
H  -7.75074  -21.14473  -10.93576
C  -14.13464  -22.14645  -15.77554
O  -13.07770  -21.86876  -16.29637
N  -15.02055  -22.90516  -16.31925
N  -14.57885  -21.62640  -14.69871
H  -15.99163  -22.80114  -16.06182
H  -14.78714  -23.48190  -17.11487
H  -13.98770  -20.95158  -14.23475
H  -15.45185  -21.96062  -14.31629
C  -14.35901  -17.33302  -12.63844
O  -13.95441  -18.10777  -11.83313
N  -13.76208  -16.98796  -13.69065
N  -15.48413  -16.72820  -12.50619
H  -12.95836  -17.54900  -13.93427
H  -14.22085  -16.35663  -14.33180
H  -15.83210  -16.18204  -13.28124
H  -16.03104  -16.77564  -11.65841
C  -10.99430  -24.49993  -11.54503
C  -11.13033  -23.39863  -12.61829
C  -10.62549  -23.90626  -13.97564
O  -12.43135  -23.15659  -12.75740
H  -11.73664  -25.29543  -11.60977
H  -11.12124  -24.10863  -10.53564
H  -10.00132  -24.94797  -11.50846
H  -10.62992  -22.48193  -12.30623
H  -11.34216  -24.47010  -14.57277
H  -9.68930  -24.46334  -13.93946
H  -10.55332  -22.97229  -14.53295
H  -12.38154  -22.30582  -13.19933
C  -9.20025  -23.98591  -17.15514
C  -9.19997  -22.52955  -17.47735
C  -7.86536  -21.76064  -17.28300
O  -9.57299  -22.54469  -18.82730
H  -8.98005  -24.19461  -16.10821
H  -8.37336  -24.46888  -17.67581
H  -10.11057  -24.53212  -17.40227
H  -10.05304  -22.12574  -16.93208
H  -7.09701  -22.36287  -17.76783
H  -7.64462  -21.30726  -16.31666
H  -7.75700  -20.89039  -17.93034
H  -10.35629  -23.09727  -18.87917
C  -10.14786  -19.66019  -15.36297
C  -11.17379  -19.94544  -14.28838
C  -10.86241  -19.30193  -12.96407
O  -12.32662  -19.34291  -14.88275
H  -9.87912  -18.61036  -15.48016
H  -10.44686  -19.97227  -16.36362
H  -9.24785  -20.21964  -15.10780
H  -11.31239  -21.01744  -14.14793
H  -9.87617  -19.63882  -12.64478
H  -11.62797  -19.59453  -12.24546
H  -10.97575  -18.21825  -12.99399
H  -12.61553  -19.87039  -15.63101

These are the Mulliken partial charges, in e, on atoms 1 to 2: -1.082 0.202

=====

Record 2
C26H23AuF3O3S3 | ωB97M-V/def2-TZVPD

Computed properties:
frontier orbital gap (spin up / spin down)	7.709 / 6.387	eV
E_LUMO (spin up / spin down)	0.090 / 0.040	Ha
highest occupied orbital energy (spin up / spin down)	-5.25 / -5.31	eV
spin multiplicity	3
ΔE to the lowest compared entry with this formula, charge and spin	64.56	kJ/mol
M	733.63	g mol⁻¹
net charge	-1

CARTESIAN COORDINATES (ANGSTROEM)
Au  -0.28235  0.04288  0.18019
O  0.57032  -0.34098  -1.78011
C  1.06356  -1.61964  -1.85419
C  2.37407  -1.71008  -1.09739
C  3.43460  -0.91550  -1.42236
C  4.58124  -1.16080  -0.63994
C  4.37558  -2.14155  0.27474
S  2.77798  -2.77160  0.19629
C  1.42429  -1.91625  -3.30015
C  1.24951  -1.12558  -4.38655
C  1.67282  -1.74034  -5.58935
C  2.16357  -2.98744  -5.39179
S  2.12205  -3.44142  -3.72969
C  0.00472  -2.63707  -1.48572
C  -0.14817  -3.48597  -0.43752
C  -1.32399  -4.26819  -0.52658
C  -2.05417  -3.99815  -1.63217
S  -1.33127  -2.76611  -2.58764
H  3.38093  -0.18324  -2.20915
H  5.51229  -0.63527  -0.76568
H  5.07065  -2.54632  0.98366
H  0.82260  -0.14436  -4.30251
H  1.60669  -1.26676  -6.55284
H  2.55849  -3.68709  -6.10038
H  0.52757  -3.55187  0.39331
H  -1.60844  -5.00046  0.20930
H  -2.97463  -4.44244  -1.95512
C  2.26613  0.41174  1.67021
O  1.26195  -0.51448  1.61765
H  3.08647  -0.01564  2.26774
H  1.94572  1.35608  2.13936
H  2.68181  0.64526  0.67690
C  1.44952  3.76288  -0.85002
C  0.34747  2.75014  -1.22334
C  -0.85474  3.43655  -1.89786
O  -0.04416  2.09197  -0.09289
H  1.82139  4.28983  -1.72636
H  2.27024  3.22768  -0.37866
H  1.05408  4.47969  -0.13305
H  0.78002  2.03694  -1.95137
H  -1.31759  4.13876  -1.20646
H  -1.58767  2.67610  -2.15632
H  -0.55885  3.96188  -2.80374
F  -7.55227  -5.77387  0.87951
C  -7.67806  -4.57700  1.50254
F  -8.07002  -4.86164  2.75611
F  -8.73982  -3.98520  0.91165
C  -6.42499  -3.77042  1.42048
C  -5.98426  -3.35934  0.16338
C  -4.78832  -2.69014  0.04368
C  -3.99589  -2.43615  1.17156
C  -4.46415  -2.82480  2.43178
C  -5.67137  -3.48222  2.55330
C  -2.76749  -1.76235  1.00264
C  -1.73937  -1.15053  0.80270
H  -6.58798  -3.57188  -0.70821
H  -4.43167  -2.35272  -0.91706
H  -3.86813  -2.60392  3.30454
H  -6.03828  -3.77779  3.52574

These are the Mulliken partial charges, in e, on atoms 1 to 2: 1.114 -0.938

=====

Record 3
C52H48AsBrF5N7ORe | ωB97M-V/def2-TZVPD

Computed properties:
frontier orbital gap (spin up / spin down)	6.561 / 5.732	eV
E_LUMO (spin up / spin down)	-0.214 / -0.245	Ha
highest occupied orbital energy (spin up / spin down)	-12.40 / -12.41	eV
spin multiplicity	4
M	1223.03	g mol⁻¹
net charge	+2

CARTESIAN COORDINATES (ANGSTROEM)
Re  -0.20023  -0.40086  -0.54838
C  -6.84085  0.78767  5.38647
C  -5.53404  0.72989  4.64316
C  -4.32454  0.99381  5.27371
C  -3.11258  0.95466  4.59731
C  -1.84234  1.18382  5.38440
C  -3.11472  0.68205  3.21787
As  -1.34294  0.60005  2.36445
N  -1.29601  0.98993  0.48972
C  -1.86417  2.14740  -0.08275
C  -3.10311  2.65036  0.33326
C  -3.70247  3.71273  -0.31926
C  -3.07633  4.33249  -1.39226
C  -1.81503  3.89618  -1.77733
C  -1.21709  2.82924  -1.13259
C  -0.27923  2.18244  2.87369
C  1.09806  1.91428  3.01557
C  1.68572  0.51478  2.97735
C  1.98043  2.96352  3.23869
C  1.55076  4.28348  3.31577
C  2.51542  5.41144  3.56472
C  0.19022  4.52113  3.21312
C  -0.74048  3.50310  3.01586
C  -2.18889  3.92174  3.03941
C  -4.30334  0.29029  2.59240
C  -4.35641  -0.24939  1.18622
C  -5.49354  0.35172  3.30862
H  -6.69784  1.06736  6.42896
H  -7.34254  -0.18134  5.35556
H  -7.51503  1.51202  4.92540
H  -4.32026  1.22831  6.33371
H  -2.03414  1.04755  6.44767
H  -1.44995  2.19165  5.24500
H  -1.06067  0.47648  5.09562
H  -3.61957  2.18488  1.15628
H  -4.67089  4.06291  0.01766
H  -3.55397  5.15517  -1.90842
H  -1.28941  4.39439  -2.58329
H  -0.21976  2.53469  -1.41856
H  1.08662  -0.18915  3.54924
H  2.69124  0.51779  3.40000
H  1.75732  0.13615  1.94741
H  3.03296  2.74225  3.38989
H  3.55101  5.08809  3.45564
H  2.39099  5.79292  4.58032
H  2.33372  6.24418  2.88362
H  -0.17840  5.53794  3.32156
H  -2.38026  4.51319  3.93715
H  -2.87385  3.08307  3.04706
H  -2.42014  4.55369  2.18161
H  -3.36468  -0.35795  0.75702
H  -4.93847  0.39201  0.52138
H  -4.84241  -1.22834  1.18977
H  -6.41684  0.07348  2.80594
N  4.28242  -4.93549  -4.22721
C  4.47820  -5.97399  -5.10421
C  5.62811  -6.56158  -5.62949
C  5.43440  -7.62211  -6.48371
C  4.14397  -8.08638  -6.81600
C  3.01299  -7.50299  -6.30076
C  3.18348  -6.42462  -5.42397
N  2.24686  -5.67334  -4.76110
C  2.92552  -4.80049  -4.06347
C  2.28136  -3.82918  -3.20380
C  0.88254  -3.76893  -3.18693
C  0.25223  -2.85346  -2.38912
N  0.91429  -1.98406  -1.59508
C  2.25682  -2.05419  -1.59487
C  2.96638  -2.94448  -2.36509
H  5.00806  -4.36967  -3.82596
H  6.62143  -6.20824  -5.38225
H  6.29633  -8.11746  -6.91061
H  4.05240  -8.92559  -7.49326
H  2.02127  -7.85376  -6.55504
H  0.31791  -4.44936  -3.81019
H  -0.82744  -2.78954  -2.38083
H  2.77853  -1.36990  -0.93742
H  4.04620  -2.94547  -2.29702
F  -3.25179  -0.21408  -1.55619
C  -2.44634  0.09188  -2.58488
C  -1.06907  0.03592  -2.42195
C  -0.31584  0.33362  -3.55186
F  1.02462  0.28343  -3.50196
C  -0.88562  0.70026  -4.75141
F  -0.12201  0.98546  -5.79564
C  -2.26596  0.76750  -4.86320
F  -2.81996  1.11078  -6.00280
C  -3.05412  0.45433  -3.76830
F  -4.37376  0.50065  -3.85552
N  1.29967  0.86620  -0.83814
C  2.31374  1.44158  -0.81069
N  3.38084  2.15486  -0.88235
C  4.57328  1.70150  -1.63291
C  5.68150  1.39654  -0.63549
O  5.92345  2.51188  0.19620
C  4.78662  2.88228  0.95356
C  3.63489  3.28193  0.04337
H  4.88324  2.51902  -2.28225
H  4.31604  0.83481  -2.23952
H  6.60815  1.18654  -1.16384
H  5.40885  0.52239  -0.02695
H  5.07725  3.72614  1.57518
H  4.47251  2.04983  1.59705
H  3.91744  4.14771  -0.55512
H  2.73666  3.50761  0.61478
Br  -2.74128  -5.51957  2.92609
C  -2.13793  -4.10575  1.86577
C  -0.95979  -3.44417  2.19197
C  -0.56060  -2.40429  1.38857
N  -1.25096  -2.00334  0.29983
C  -2.37717  -2.66376  -0.01362
C  -2.85198  -3.71236  0.74216
H  -0.37083  -3.73123  3.05133
H  0.37001  -1.88675  1.61119
H  -2.91604  -2.32533  -0.88760
H  -3.76903  -4.21106  0.46013

These are the Mulliken partial charges, in e, on atoms 1 to 2: 1.364 -1.639